Record 1
ORCA calculation (the ωB97M-V functional and the def2-TZVPD basis) on an isolated ion of composition C5H9N2O and charge +1 at a distorted geometry.

Element x y z (Å)
C -0.30 1.18 -1.16
C 0.88 0.27 -1.59
C -1.46 0.17 0.73
C -0.13 0.01 1.54
C 0.33 -0.87 -0.77
N -1.10 0.17 -0.60
N 0.84 -0.90 0.73
O -0.55 2.28 -1.50
H 0.53 0.01 -2.58
H 1.90 0.72 -1.55
H -2.14 -0.60 1.05
H -1.88 1.13 0.98
H 0.39 0.98 1.61
H -0.32 -0.41 2.51
H 0.28 -1.90 -1.19
H 1.79 -0.52 0.48
H 0.94 -1.72 1.31

Results
HOMO-LUMO gap (eV): 10.4
E_LUMO (eV): -3.69
Charge: +1
Electronic energy (eV): -10349.2717
Structure (SMILES): O=C1C[C@H]2[NH2+]CCN12

=====

Record 2
ORCA calculation (the ωB97M-V functional and the def2-TZVPD basis) on a 7-piece molecular cluster, C18H31F4NO16 overall at a distorted geometry.

Element x y z (Å)
N 1.25 -2.14 0.67
H 1.25 -2.98 1.20
H 2.12 -1.66 1.05
H 0.58 -1.61 0.39
H 1.65 -2.40 -0.20
O -0.65 0.54 0.36
H -0.93 0.99 -0.38
C 0.27 2.75 2.38
C 0.93 3.94 2.88
O 0.12 4.41 3.94
C -1.04 3.89 3.82
O -1.99 4.13 4.46
O -1.00 2.81 3.07
F 1.20 4.90 2.02
H 0.65 1.92 2.81
H 0.31 2.56 1.30
H 2.00 3.49 3.37
C -2.29 -0.07 3.60
C -0.82 -0.72 3.75
O -1.05 -2.11 3.31
C -2.40 -2.38 3.34
O -2.72 -3.48 3.15
O -3.11 -1.27 3.57
F -0.36 -0.64 5.01
H -2.34 0.44 2.69
H -2.76 0.59 4.43
H -0.07 -0.21 3.14
C 0.03 4.39 -1.51
C -0.32 3.06 -2.17
O 0.84 2.49 -2.70
C 1.81 3.21 -2.25
O 2.99 2.89 -2.49
O 1.45 4.23 -1.50
F -1.31 3.36 -3.25
H -0.37 4.21 -0.64
H -0.27 5.19 -2.16
H -0.73 2.44 -1.50
C -2.88 -1.41 -0.17
C -3.47 -0.15 -0.90
O -4.86 -0.44 -1.21
C -5.04 -1.67 -0.70
O -6.16 -2.21 -0.84
O -4.03 -2.22 -0.20
F -2.88 0.02 -2.10
H -2.45 -1.17 0.68
H -2.03 -2.00 -0.81
H -3.26 0.79 -0.20
C 5.30 -1.53 -0.07
O 3.95 -0.98 -0.51
C 3.89 -0.56 -1.86
C 2.50 -0.24 -2.23
O 1.79 -1.21 -2.26
C 0.51 -1.03 -2.69
C -0.21 -2.37 -2.91
O -0.12 -3.11 -1.69
C -0.86 -4.27 -1.83
H 5.71 -2.36 -0.65
H 5.37 -1.76 0.92
H 6.11 -0.83 0.01
H 4.38 -1.23 -2.47
H 4.52 0.25 -2.11
H 2.53 0.34 -3.12
H 2.03 0.31 -1.51
H 0.51 -0.40 -3.49
H 0.27 -0.41 -1.91
H 0.25 -2.92 -3.55
H -1.36 -2.37 -3.07
H -0.53 -4.87 -2.69
H -1.90 -4.21 -1.88
H -0.47 -4.89 -0.91

Results
HOMO-LUMO gap (eV): 8.0
E_LUMO (eV): -0.62
Charge: 0
Electronic energy (eV): -64277.7507